Run 1
Below is 6 unconnected molecules or ions with the total composition C8H28O6, with properties calculated with ωB97M-V/def2-TZVPD.

gap between HOMO and LUMO	10.38	eV
SMILES	CCO.CCO.CO.CO.CO.CO
LUMO	0.5	eV

Last columns: bonded neighbours and bond lengths (Å).
Atoms and positions in Å:
1 C -1.46873 -2.69923 -1.24037  C2 1.478, H4 1.090, H5 1.090, H6 1.090
2 C -2.91452 -2.79220 -1.53243  C1 1.478, O3 1.405, H7 1.090, H8 1.090
3 O -3.56344 -2.72901 -0.28781  C2 1.405, H9 0.960
4 H -0.94701 -2.61359 -2.19357  C1 1.090
5 H -1.04402 -3.44395 -0.56724  C1 1.090
6 H -1.37472 -1.68322 -0.85699  C1 1.090
7 H -3.27821 -3.68917 -2.03372  C2 1.090
8 H -3.23251 -1.85858 -1.99646  C2 1.090
9 H -3.31033 -3.54809 0.14420  O3 0.960
10 C -3.74824 2.07042 1.10978  C11 1.515, H13 1.090, H14 1.090, H15 1.090
11 C -3.68909 0.58041 0.84161  C10 1.515, O12 1.390, H16 1.090, H17 1.090
12 O -2.42231 0.01173 0.78269  C11 1.390, H18 0.960
13 H -2.93839 2.61319 0.62231  C10 1.090
14 H -3.63393 2.08168 2.19372  C10 1.090
15 H -4.64906 2.56172 0.74202  C10 1.090
16 H -4.20534 0.36818 -0.09463  C11 1.090
17 H -4.28773 -0.06194 1.48745  C11 1.090
18 H -2.70063 -0.79732 0.34729  O12 0.960
19 C 3.53552 0.41615 -3.38828  O20 1.439, H21 1.090, H22 1.090, H23 1.090
20 O 4.52296 0.40506 -4.43531  C19 1.439, H24 0.960
21 H 4.08048 0.76292 -2.51028  C19 1.090
22 H 2.59042 0.89338 -3.64743  C19 1.090
23 H 3.23210 -0.59278 -3.10882  C19 1.090
24 H 5.08527 1.18313 -4.43945  O20 0.960
25 C 1.62742 -0.65552 -0.20076  O26 1.399, H27 1.090, H28 1.090, H29 1.090
26 O 0.70024 0.39194 -0.23110  C25 1.399, H30 0.960
27 H 2.17757 -0.77764 0.73226  C25 1.090
28 H 1.03074 -1.56753 -0.21842  C25 1.090
29 H 2.33640 -0.70588 -1.02715  C25 1.090
30 H 0.00843 0.14442 0.38674  O26 0.960
31 C 0.15901 3.98460 -0.60752  O32 1.406, H33 1.090, H34 1.090, H35 1.090
32 O 0.36000 5.20121 0.06789  C31 1.406, H36 0.960
33 H 0.86046 4.00239 -1.44163  C31 1.090
34 H 0.14542 3.16744 0.11370  C31 1.090
35 H -0.88127 3.95046 -0.93118  C31 1.090
36 H 0.18813 5.09193 1.00604  O32 0.960
37 C 3.84068 -1.62714 4.13301  O38 1.374, H39 1.090, H40 1.090, H41 1.090
38 O 3.23302 -1.98926 5.31125  C37 1.374, H42 0.960
39 H 4.09502 -0.56726 4.14024  C37 1.090
40 H 4.86636 -1.99522 4.15776  C37 1.090
41 H 3.24889 -1.89578 3.25795  C37 1.090
42 H 2.36494 -1.59207 5.41266  O38 0.960

Run 2
Below is 6 unconnected molecules or ions with the total composition C8H28O6, with properties calculated with ωB97M-V/def2-TZVPD.

gap between HOMO and LUMO	10.80	eV
SMILES	CCO.CCO.CCO.CCO.O.O
LUMO	0.7	eV

Last columns: bonded neighbours and bond lengths (Å).
Atoms and positions in Å:
1 C -2.05131 -1.40240 -1.90117  C2 1.539, H4 1.063, H5 1.097, H6 1.100
2 C -2.22854 -2.00451 -0.49603  C1 1.539, O3 1.418, H7 1.097, H8 1.093
3 O -2.27333 -0.98927 0.49234  C2 1.418, H9 0.982
4 H -2.31070 -2.20734 -2.54519  C1 1.063
5 H -0.96708 -1.24027 -1.93515  C1 1.097
6 H -2.59405 -0.47141 -2.12167  C1 1.100
7 H -1.44732 -2.75673 -0.33428  C2 1.097
8 H -3.17689 -2.54783 -0.52904  C2 1.093
9 H -2.25461 -1.40323 1.38267  O3 0.982
10 C 0.51840 1.40029 -4.56382  C11 1.460, H13 1.123, H14 1.087, H15 1.119
11 C 0.53657 2.02247 -3.24305  C10 1.460, O12 1.476, H16 1.073, H17 1.106
12 O 0.25202 0.98181 -2.23516  C11 1.476, H18 0.991
13 H 0.57808 2.17896 -5.37066  C10 1.123
14 H -0.44028 0.90075 -4.67654  C10 1.087
15 H 1.33032 0.64875 -4.73400  C10 1.119
16 H -0.08589 2.88082 -3.07789  C11 1.073
17 H 1.54119 2.43036 -3.02477  C11 1.106
18 H 1.13330 0.71680 -1.86769  O12 0.991
19 C -0.64071 0.05173 3.53517  C20 1.541, H22 1.060, H23 1.066, H24 1.094
20 C -1.13576 -1.37454 3.84253  C19 1.541, O21 1.430, H25 1.085, H26 1.070
21 O -0.81255 -2.22058 2.73596  C20 1.430, H27 0.949
22 H -1.25130 0.40454 2.74350  C19 1.060
23 H 0.38790 0.10615 3.26128  C19 1.066
24 H -0.72880 0.72995 4.38922  C19 1.094
25 H -2.21934 -1.35586 3.89648  C20 1.085
26 H -0.79205 -1.72754 4.79209  C20 1.070
27 H 0.05012 -1.92446 2.47215  O21 0.949
28 C 2.52777 -0.45711 1.71677  C29 1.481, H31 1.157, H32 1.125, H33 1.101
29 C 1.97181 -0.71726 0.36850  C28 1.481, O30 1.502, H34 1.118, H35 1.074
30 O 2.45055 0.22974 -0.69404  C29 1.502, H36 0.985
31 H 3.67975 -0.56916 1.71146  C28 1.157
32 H 2.13405 -1.19084 2.47267  C28 1.125
33 H 2.16761 0.53374 2.03541  C28 1.101
34 H 0.85725 -0.66441 0.43273  C29 1.118
35 H 2.38047 -1.65456 0.03906  C29 1.074
36 H 2.27412 1.08296 -0.23553  O30 0.985
37 O 1.64337 2.64308 0.75775  H38 0.942, H39 0.957
38 H 0.79193 2.24881 0.67794  O37 0.942
39 H 1.61695 3.53122 0.40174  O37 0.957
40 O -1.01028 1.30143 0.09220  H41 0.976, H42 0.959
41 H -1.69883 0.61216 0.15111  O40 0.976
42 H -0.70393 1.24276 -0.81506  O40 0.959

Run 3
Below is 6 unconnected molecules or ions with the total composition C8H28O6, with properties calculated with ωB97M-V/def2-TZVPD.

gap between HOMO and LUMO	10.27	eV
SMILES	CCO.CCO.CCO.CCO.O.O
LUMO	0.4	eV

Last columns: bonded neighbours and bond lengths (Å).
Atoms and positions in Å:
1 C 2.52296 -2.41976 -3.49186  C2 1.460, H4 1.090, H5 1.090, H6 1.090
2 C 2.36298 -2.27502 -4.93581  C1 1.460, O3 1.394, H7 1.090, H8 1.090
3 O 3.52381 -1.92745 -5.62453  C2 1.394, H9 0.960
4 H 1.64431 -2.59342 -2.87064  C1 1.090
5 H 2.99784 -1.50379 -3.14031  C1 1.090
6 H 3.30303 -3.13206 -3.22313  C1 1.090
7 H 1.69591 -1.43926 -5.14702  C2 1.090
8 H 1.75106 -3.03696 -5.41860  C2 1.090
9 H 3.24042 -1.33895 -6.32805  O3 0.960
10 C -1.12652 6.01147 2.34666  C11 1.552, H13 1.090, H14 1.090, H15 1.090
11 C -1.14373 6.41730 0.84883  C10 1.552, O12 1.453, H16 1.090, H17 1.090
12 O -1.78961 5.35352 0.09964  C11 1.453, H18 0.960
13 H -2.09654 5.75921 2.77506  C10 1.090
14 H -0.76209 6.83441 2.96154  C10 1.090
15 H -0.36217 5.24278 2.46057  C10 1.090
16 H -0.09829 6.46290 0.54374  C11 1.090
17 H -1.59171 7.38810 0.63680  C11 1.090
18 H -2.30345 5.77701 -0.59189  O12 0.960
19 C -4.26343 -2.69491 0.92921  C20 1.528, H22 1.090, H23 1.090, H24 1.090
20 C -2.82418 -3.07901 0.58840  C19 1.528, O21 1.459, H25 1.090, H26 1.090
21 O -2.00079 -1.87412 0.57496  C20 1.459, H27 0.960
22 H -4.74666 -3.64470 1.15829  C19 1.090
23 H -4.75256 -2.09699 0.16022  C19 1.090
24 H -4.22207 -2.14933 1.87194  C19 1.090
25 H -2.87235 -3.30030 -0.47781  C20 1.090
26 H -2.38691 -3.92027 1.12615  C20 1.090
27 H -1.25198 -2.15845 1.10413  O21 0.960
28 C 2.54380 -3.27082 2.17293  C29 1.601, H31 1.090, H32 1.090, H33 1.090
29 C 3.25061 -1.86198 2.45403  C28 1.601, O30 1.430, H34 1.090, H35 1.090
30 O 2.29211 -0.80119 2.43369  C29 1.430, H36 0.960
31 H 2.06379 -3.32613 1.19587  C28 1.090
32 H 1.75574 -3.49672 2.89128  C28 1.090
33 H 3.25813 -4.08725 2.27912  C28 1.090
34 H 4.03532 -1.61161 1.74013  C29 1.090
35 H 3.91808 -1.87533 3.31566  C29 1.090
36 H 2.12137 -0.39149 3.28492  O30 0.960
37 O 0.55474 1.43292 -2.05938  H38 0.957, H39 0.957
38 H 0.32807 2.31177 -1.75528  O37 0.957
39 H 0.57953 0.90238 -1.26305  O37 0.957
40 O -3.38114 1.86153 1.65634  H41 0.957, H42 0.957
41 H -2.86161 1.05944 1.60172  O40 0.957
42 H -2.90598 2.49252 1.11569  O40 0.957

Preferred: run 2; penalty for the next structure: 150.1 kJ/mol.

Run 1
Below is 2 unconnected molecules or ions with the total composition C6H14, with properties calculated with ωB97M-V/def2-TZVPD.

gap between HOMO and LUMO	5.48	eV
LUMO	-1.1	eV

Last columns: bonded neighbours and bond lengths (Å).
Atoms and positions in Å:
1 C -1.81827 0.78123 1.28336  C2 1.585, H7 1.085, H8 1.120, H9 1.136
2 C -0.24014 0.89194 1.17857  C1 1.585, C3 1.468, H10 1.116, H11 1.188
3 C 0.45970 -0.38271 0.97838  C2 1.468, C4 1.538, H12 1.082
4 C 0.54041 -1.31376 -0.24363  C3 1.538, C5 1.607, H14 1.141, H15 1.099
5 C 1.24850 -0.56873 -1.47919  C4 1.607, C6 1.480, H16 0.980, H17 1.123
6 C 0.27745 0.44383 -1.94954  C5 1.480, H18 1.117, H19 1.136, H20 1.154
7 H -2.29690 0.63694 0.32092  C1 1.085
8 H -1.97737 -0.04841 2.01942  C1 1.120
9 H -2.13408 1.77883 1.72431  C1 1.136
10 H 0.04725 1.79911 0.59631  C2 1.116
11 H 0.04333 1.23987 2.27866  C2 1.188
12 H 1.10249 -0.49363 1.84179  C3 1.082
13 H -1.93482 -0.65056 2.66261  no bonds
14 H -0.48446 -1.53820 -0.69235  C4 1.141
15 H 0.95640 -2.32942 -0.19368  C4 1.099
16 H 2.04727 -0.14790 -1.09677  C5 0.980
17 H 1.60536 -1.32385 -2.22950  C5 1.123
18 H 0.75071 1.37729 -2.34090  C6 1.117
19 H -0.01447 0.63346 -0.86815  C6 1.136
20 H -0.51657 -0.04439 -2.63042  C6 1.154

Run 2
Below is 2 unconnected molecules or ions with the total composition C6H14, with properties calculated with ωB97M-V/def2-TZVPD.

gap between HOMO and LUMO	10.40	eV
SMILES	C=C(C)C(C)C.[H][H]
LUMO	1.2	eV

Last columns: bonded neighbours and bond lengths (Å).
Atoms and positions in Å:
1 C 0.73473 -0.31245 1.83920  C2 1.333, H7 1.088, H8 1.088
2 C 0.51025 -0.14163 0.53677  C1 1.333, C3 1.508, C4 1.519
3 C 1.58213 0.39375 -0.37923  C2 1.508, H9 1.098, H10 1.094, H11 1.097
4 C -0.82560 -0.52471 -0.07724  C2 1.519, C5 1.533, C6 1.534, H12 1.098
5 C -1.43225 0.59000 -0.93744  C4 1.533, H13 1.097, H14 1.096, H15 1.096
6 C -0.69598 -1.82226 -0.88422  C4 1.534, H16 1.095, H17 1.096, H18 1.097
7 H -0.03170 -0.70795 2.50245  C1 1.088
8 H 1.69285 -0.06533 2.29166  C1 1.088
9 H 1.91153 -0.36950 -1.09602  C3 1.098
10 H 2.45734 0.72026 0.19024  C3 1.094
11 H 1.22548 1.24952 -0.96487  C3 1.097
12 H -1.51637 -0.71611 0.75491  C4 1.098
13 H -0.82617 0.78463 -1.83031  C5 1.097
14 H -1.52394 1.52841 -0.37778  C5 1.096
15 H -2.43319 0.30320 -1.27972  C5 1.096
16 H -0.27469 -2.62153 -0.26526  C6 1.095
17 H -1.67443 -2.15061 -1.25303  C6 1.096
18 H -0.04185 -1.68521 -1.75396  C6 1.097
19 H 0.83594 2.87325 1.74180  H20 0.741
20 H 0.32592 2.67427 1.24204  H19 0.741

Preferred: run 2; penalty for the next structure: 679.3 kJ/mol.

Run 1
Below is a gas-phase ion, C4H7N2 (charge +1), with properties calculated with ωB97M-V/def2-TZVPD.

charge	+1
gap between HOMO and LUMO	9.69	eV
SMILES	C=[N+]1C=NCC1
LUMO	-5.7	eV

Last columns: bonded neighbours and bond lengths (Å).
Atoms and positions in Å:
1 C -1.97736 -0.27595 0.06349  N2 1.236, H7 1.136, H8 1.122
2 N -0.74309 -0.28074 -0.00063  C1 1.236, C3 1.364, C6 1.653
3 C 0.12176 -1.33563 -0.02831  N2 1.364, N4 1.310, H9 1.048
4 N 1.40915 -1.09258 -0.02212  C3 1.310, C5 1.397
5 C 1.60004 0.28888 0.05994  N4 1.397, C6 1.578, H10 1.107, H11 1.172
6 C 0.22650 1.05614 -0.06025  N2 1.653, C5 1.578, H12 1.007, H13 1.102
7 H -2.40203 0.77656 0.12001  C1 1.136
8 H -2.52421 -1.25566 0.03104  C1 1.122
9 H -0.21111 -2.32828 0.00766  C3 1.048
10 H 2.13742 0.64798 -0.83883  C5 1.107
11 H 2.31726 0.60800 0.93047  C5 1.172
12 H -0.17126 1.54246 0.72687  C6 1.007
13 H 0.21693 1.64882 -0.98933  C6 1.102

Run 2
Below is a gas-phase ion, C4H7N2 (charge +1), with properties calculated with ωB97M-V/def2-TZVPD.

charge	+1
gap between HOMO and LUMO	10.42	eV
SMILES	[NH2+]=C1CCC=N1
LUMO	-5.2	eV

Last columns: bonded neighbours and bond lengths (Å).
Atoms and positions in Å:
1 N 2.25937 -0.22269 0.00390  C2 1.320, H7 1.005, H8 0.997
2 C 0.94276 -0.32170 -0.00508  N1 1.320, C3 1.479, N6 1.362
3 C -0.11822 0.70931 -0.00507  C2 1.479, C4 1.527, H9 1.084, H10 1.072
4 C -1.40707 -0.10965 0.01077  C3 1.527, C5 1.477, H11 1.088, H12 1.063
5 C -0.87165 -1.48483 0.07567  C4 1.477, N6 1.285, H13 1.167
6 N 0.40244 -1.57028 -0.06847  C2 1.362, C5 1.285
7 H 2.67238 0.67557 0.18193  N1 1.005
8 H 2.76254 -1.08205 0.05808  N1 0.997
9 H 0.06254 1.49956 0.71454  C3 1.084
10 H 0.08144 1.43566 -0.76798  C3 1.072
11 H -2.08033 0.06155 -0.82682  C4 1.088
12 H -2.24452 -0.03876 0.66221  C4 1.063
13 H -1.55351 -2.43021 0.01193  C5 1.167

Run 3
Below is a gas-phase ion, C4H7N2 (charge +1), with properties calculated with ωB97M-V/def2-TZVPD.

charge	+1
gap between HOMO and LUMO	9.73	eV
SMILES	C=C1NC=C[NH2+]1
LUMO	-3.4	eV

Last columns: bonded neighbours and bond lengths (Å).
Atoms and positions in Å:
1 C -2.03268 0.39973 0.02986  C2 1.343, H7 1.065, H8 1.094
2 C -0.69812 0.25824 -0.03032  C1 1.343, N3 1.459, N6 1.527
3 N 0.37999 1.24051 0.01052  C2 1.459, C4 1.430, H9 0.989
4 C 1.72368 0.75026 -0.00483  N3 1.430, C5 1.318, H10 1.140
5 C 1.66564 -0.56604 -0.01632  C4 1.318, N6 1.518, H11 1.072
6 N 0.20388 -0.97347 -0.02914  C2 1.527, C5 1.518, H12 1.059, H13 0.934
7 H -2.75007 -0.37785 -0.09370  C1 1.065
8 H -2.46621 1.40394 0.00564  C1 1.094
9 H 0.01532 2.14517 -0.15051  N3 0.989
10 H 2.44032 1.63024 0.09934  C4 1.140
11 H 2.36343 -1.34421 0.22040  C5 1.072
12 H 0.10738 -1.73704 -0.75699  N6 1.059
13 H 0.21122 -1.20176 0.87695  N6 0.934

Run 4
Below is a gas-phase ion, C4H7N2 (charge +1), with properties calculated with ωB97M-V/def2-TZVPD.

charge	+1
gap between HOMO and LUMO (spin up / spin down)	8.41 / 8.41	eV
LUMO (spin up / spin down)	-6.3 / -6.3	eV

Last columns: bonded neighbours and bond lengths (Å).
Atoms and positions in Å:
1 C 0.85799 0.26318 -0.02841  C2 1.411, C4 1.710, H7 1.081, H8 1.141
2 C 0.89502 -0.12157 -1.38566  C1 1.411, H9 1.126, H12 1.088
3 C -1.63003 -0.09189 0.21698  C4 1.495, N6 1.241, H10 1.047
4 C -0.36355 -0.47328 0.91394  C1 1.710, C3 1.495, N5 1.196
5 N -0.28564 -1.07078 1.94725  C4 1.196, H11 0.953
6 N -1.56840 1.05117 -0.26132  C3 1.241, H13 0.991
7 H 1.74930 0.14208 0.57041  C1 1.081
8 H 0.13219 1.12660 0.14397  C1 1.141
9 H 1.88119 -0.62173 -1.59749  C2 1.126
10 H -2.48076 -0.67314 0.40056  C3 1.047
11 H 0.31448 -1.49003 2.55791  N5 0.953
12 H 0.31107 0.08449 -2.28082  C2 1.088
13 H -2.29955 1.65797 -0.54404  N6 0.991

Preferred: run 2; penalty for the next structure: 171.2 kJ/mol.

Run 1
Below is 2 unconnected molecules or ions with the total composition C4H7N2, with properties calculated with ωB97M-V/def2-TZVPD.

charge	+1
gap between HOMO and LUMO (spin up / spin down)	9.05 / 9.06	eV
LUMO (spin up / spin down)	-4.9 / -4.4	eV

Last columns: bonded neighbours and bond lengths (Å).
Atoms and positions in Å:
1 C -0.33238 -0.69033 -1.24276  N5 1.300, N6 1.294, H7 1.065
2 C 0.29579 -0.16379 1.47222  C3 1.572, C4 1.478, H8 1.117, H9 1.023
3 C -0.62580 0.62077 0.46929  C2 1.572, C4 1.446, N5 1.491, H10 1.121
4 C 0.79311 0.47036 0.23359  C2 1.478, C3 1.446, N6 1.438
5 N -1.32458 -0.17446 -0.58083  C1 1.300, C3 1.491, H12 1.034
6 N 0.87953 -0.35008 -0.94416  C1 1.294, C4 1.438, H13 1.035
7 H -0.45381 -1.41201 -2.01705  C1 1.065
8 H 0.33621 0.32299 2.47674  C2 1.117
9 H 0.29691 -1.18692 1.46035  C2 1.023
10 H -0.95627 1.67193 0.67454  C3 1.121
11 H 1.74075 2.18499 -0.43142  no bonds
12 H -2.34450 -0.32110 -0.49043  N5 1.034
13 H 1.69504 -0.97235 -1.08008  N6 1.035

Run 2
Below is a gas-phase ion, C4H7N2 (charge +1), with properties calculated with ωB97M-V/def2-TZVPD.

charge	+1
gap between HOMO and LUMO	10.35	eV
SMILES	Cc1c[nH]c[nH+]1
LUMO	-3.9	eV

Last columns: bonded neighbours and bond lengths (Å).
Atoms and positions in Å:
1 C 0.83043 1.25607 1.53914  C2 1.485, H7 1.092, H8 1.091, H9 1.086
2 C 0.20039 0.55539 0.39195  C1 1.485, C3 1.366, N6 1.394
3 C 0.65102 0.38602 -0.88653  C2 1.366, N4 1.377, H10 1.075
4 N 0.04104 -0.74931 -1.37172  C3 1.377, C5 1.338, H11 1.013
5 C -0.97970 -1.06247 -0.56555  N4 1.338, N6 1.329, H12 1.079
6 N -0.78282 -0.41534 0.57878  C2 1.394, C5 1.329, H13 1.011
7 H 0.54940 2.31011 1.59549  C1 1.092
8 H 0.50286 0.84124 2.49402  C1 1.091
9 H 1.91474 1.19166 1.54958  C1 1.086
10 H 1.24793 1.11264 -1.40786  C3 1.075
11 H 0.39751 -1.42598 -2.03574  N4 1.013
12 H -1.69146 -1.77895 -0.94411  C5 1.079
13 H -1.22301 -0.70448 1.44123  N6 1.011

Preferred: run 2; penalty for the next structure: 514.0 kJ/mol.